*w*
Molecular formula: C8H12S
Method: DFT, ωB97M-V/def2-TZVPD

SMILES string: C=S1(=C)C=CC(C)=C1C
HOMO energy, Ha: -0.27791
Charge: 0
HOMO-LUMO gap, eV: 7.799

XYZ file:
```
21
Properties=species:S:1:pos:R:3:nbo_charge:R:1
C -0.451 1.797 -2.053 -0.98
S -0.214 1.624 -0.410 1.24
C -0.987 2.841 0.459 -0.94
C 1.585 1.351 -0.244 -0.36
C 1.921 0.259 0.334 -0.18
C 0.934 -0.784 0.423 -0.13
C 1.474 -2.280 0.477 -0.64
C -0.332 -0.484 0.190 -0.03
C -1.640 -1.110 0.142 -0.70
H -1.460 1.776 -2.290 0.21
H 0.121 1.106 -2.703 0.23
H -1.876 2.891 -0.035 0.21
H -1.048 2.756 1.528 0.22
H 2.181 2.359 -0.237 0.26
H 2.931 -0.104 0.317 0.23
H 0.533 -2.971 0.393 0.21
H 1.932 -2.587 1.455 0.22
H 2.135 -2.564 -0.332 0.22
H -1.714 -2.251 0.220 0.23
H -2.116 -0.841 -0.831 0.24
H -2.313 -0.708 0.890 0.24
```

*x*
Molecular formula: C8H12S
Method: DFT, ωB97M-V/def2-TZVPD

HOMO energy, Ha: -0.31997
Charge: 0
HOMO-LUMO gap, eV: 9.232

XYZ file:
```
21
Properties=species:S:1:pos:R:3:nbo_charge:R:1
C 1.962 -0.313 3.762 -0.41
C 1.779 -1.557 3.108 -0.26
C 1.207 0.103 0.509 -0.14
C 1.480 -0.591 2.335 0.08
C 0.405 0.246 -0.658 -0.17
C -2.261 1.014 -1.651 -0.60
C -0.473 -0.729 -1.242 -0.49
C -1.508 -0.228 -2.208 -0.39
S 1.108 1.380 -1.864 -0.01
H 1.239 -0.050 4.499 0.17
H 2.901 0.191 3.872 0.18
H 2.006 -2.595 3.301 0.22
H 1.980 0.930 0.578 0.20
H -2.832 0.717 -0.728 0.21
H -2.871 1.222 -2.490 0.21
H -1.681 1.815 -1.373 0.19
H 0.099 -1.538 -1.721 0.23
H -1.029 -1.114 -0.353 0.22
H -1.084 0.216 -3.117 0.20
H -2.217 -1.009 -2.462 0.22
H -0.210 1.889 -2.096 0.13
```

The most stable of them is *x*.

*w*
Molecular formula: CH6NS
Method: DFT, ωB97M-V/def2-TZVPD

HOMO energy, Ha: -0.08187
Charge: -1
HOMO-LUMO gap, eV: 6.663

XYZ file:
```
9
Properties=species:S:1:pos:R:3:nbo_charge:R:1
N -0.636 -0.456 -2.116 -1.11
H -0.284 0.291 -1.517 0.40
H -0.972 -1.126 -1.425 0.35
H -1.460 -0.140 -2.627 0.34
C 0.779 0.219 1.581 -0.74
S -0.617 1.241 0.959 -0.75
H 1.740 0.720 1.455 0.17
H 0.614 -0.006 2.638 0.17
H 0.837 -0.744 1.052 0.17
```

*x*
Molecular formula: CH6NS
Method: DFT, ωB97M-V/def2-TZVPD

HOMO energy, Ha: -0.09960
Charge: -1
HOMO-LUMO gap, eV: 7.091

XYZ file:
```
9
Properties=species:S:1:pos:R:3:nbo_charge:R:1
S -0.942 -1.464 0.394 -1.06
H -0.278 -1.941 1.472 0.09
C 1.588 1.368 -0.386 -0.43
N 0.134 1.510 -0.567 -0.87
H 2.056 2.336 -0.542 0.16
H 1.969 0.562 -1.025 0.19
H 1.877 0.915 0.571 0.17
H -0.236 0.562 -0.663 0.40
H -0.204 1.753 0.356 0.34
```

*y*
Molecular formula: CH6NS
Method: DFT, ωB97M-V/def2-TZVPD

HOMO energy, Ha: -0.07814
Charge: -1
HOMO-LUMO gap, eV: 6.384

XYZ file:
```
9
Properties=species:S:1:pos:R:3:nbo_charge:R:1
N -2.349 -1.360 0.288 -1.07
H -2.016 -1.868 -0.531 0.36
H -1.504 -1.181 0.829 0.37
H -2.457 -0.418 -0.080 0.34
C 1.582 1.071 -0.085 -0.75
S 2.261 -0.626 -0.315 -0.75
H 2.375 1.847 -0.127 0.16
H 0.897 1.283 -0.902 0.17
H 1.211 1.252 0.923 0.17
```

The most stable of them is *w*.

*w*
Molecular formula: CH6NS
Method: DFT, ωB97M-V/def2-TZVPD

HOMO energy, Ha: -0.09805
Charge: -1
HOMO-LUMO gap, eV: 7.309

XYZ file:
```
9
Properties=species:S:1:pos:R:3:nbo_charge:R:1
S 0.281 -1.663 1.508 -1.08
H -0.108 -2.847 2.161 0.10
C 0.437 0.514 -0.904 -0.42
N -0.773 1.025 -0.190 -0.87
H 0.824 1.447 -1.306 0.16
H 0.092 -0.015 -1.774 0.17
H 1.056 -0.160 -0.365 0.22
H -1.236 0.170 0.168 0.38
H -0.572 1.528 0.702 0.34
```

*x*
Molecular formula: CH6NS
Method: DFT, ωB97M-V/def2-TZVPD

HOMO energy, Ha: -0.09638
Charge: -1
HOMO-LUMO gap, eV: 6.961

XYZ file:
```
9
Properties=species:S:1:pos:R:3:nbo_charge:R:1
N 0.547 -0.624 -1.713 -1.10
H 0.204 -1.551 -1.468 0.35
H -0.361 -0.122 -1.640 0.39
H 1.026 -0.358 -0.867 0.35
C 0.137 0.779 1.238 -0.74
S -1.838 -0.299 0.587 -0.88
H -0.434 0.843 2.124 0.22
H 0.679 -0.140 1.294 0.20
H 0.039 1.473 0.446 0.21
```

The most stable of them is *w*.

*w*
Molecular formula: C3H13NO3
Method: DFT, ωB97M-V/def2-TZVPD

SMILES string: C=CNC.O.O.O
HOMO energy, Ha: -0.29303
Charge: 0
HOMO-LUMO gap, eV: 7.863

XYZ file:
```
20
Properties=species:S:1:pos:R:3:nbo_charge:R:1
C -0.054 0.660 1.950 -0.55
C -1.348 0.367 2.138 0.03
N -2.313 0.562 1.172 -0.62
C -3.671 0.119 1.361 -0.40
H 0.266 1.191 1.058 0.17
H 0.658 0.670 2.753 0.21
H -1.684 -0.136 3.030 0.19
H -2.012 0.616 0.215 0.39
H -3.986 0.371 2.367 0.20
H -4.339 0.542 0.607 0.21
H -3.790 -0.965 1.257 0.17
O 4.337 -2.415 -2.373 -0.93
H 4.156 -2.863 -3.204 0.47
H 3.609 -1.803 -2.227 0.46
O 4.238 1.031 -1.628 -0.92
H 3.426 0.782 -2.083 0.45
H 3.982 0.883 -0.709 0.47
O -0.846 0.089 -2.036 -0.94
H -0.148 -0.571 -2.049 0.47
H -0.480 0.869 -1.599 0.47
```

*x*
Molecular formula: C3H13NO3
Method: DFT, ωB97M-V/def2-TZVPD

HOMO energy, Ha: -0.30331
Charge: 0
HOMO-LUMO gap, eV: 3.501

XYZ file:
```
20
Properties=species:S:1:pos:R:3:nbo_charge:R:1
C -0.061 -0.003 0.662 -0.26
N -1.218 0.726 1.106 -0.29
C -2.339 0.974 0.288 -0.38
O -1.596 -0.211 -1.938 -0.83
C -0.261 -1.501 0.472 -0.63
H 0.222 0.432 -0.334 0.34
H 0.800 0.254 1.278 0.26
H -0.829 1.630 1.353 0.40
H -2.725 1.969 0.424 0.22
H -2.027 0.686 -0.795 0.35
H -3.112 0.216 0.443 0.25
H 0.598 -1.865 -0.075 0.30
H -0.513 -1.944 1.423 0.22
H -1.189 -1.513 -0.094 0.21
H 2.453 0.201 -0.186 0.49
H -1.838 -0.349 -2.868 0.47
O 2.366 1.223 -0.385 -0.97
H 3.400 -1.336 0.567 0.44
H 2.948 1.513 -1.091 0.47
O 2.497 -1.141 0.290 -1.04
```

*y*
Molecular formula: C3H13NO3
Method: DFT, ωB97M-V/def2-TZVPD

SMILES string: C=NCC.O.O.O
HOMO energy, Ha: -0.38350
Charge: 0
HOMO-LUMO gap, eV: 10.843

XYZ file:
```
20
Properties=species:S:1:pos:R:3:nbo_charge:R:1
C -0.815 1.098 -0.145 -0.01
N 0.310 0.518 -0.214 -0.49
C 1.140 0.618 1.005 -0.26
C 0.553 0.219 2.338 -0.63
H -1.312 1.362 0.820 0.14
H -1.502 1.219 -0.930 0.21
H 2.005 -0.051 0.804 0.18
H 1.495 1.694 1.192 0.21
H -0.444 0.694 2.433 0.20
H 0.401 -0.873 2.418 0.21
H 1.199 0.488 3.224 0.23
O 2.217 -1.958 -0.415 -0.94
H 1.814 -1.081 -0.370 0.48
H 2.518 -2.244 0.433 0.47
O -3.222 -0.165 -1.800 -0.99
H -3.242 -0.787 -1.077 0.47
H -2.405 -0.249 -2.350 0.51
O -0.538 -0.317 -2.650 -0.97
H -0.198 -0.579 -1.778 0.50
H 0.026 0.395 -2.938 0.48
```

*z*
Molecular formula: C3H13NO3
Method: DFT, ωB97M-V/def2-TZVPD

SMILES string: C=NCC.O.O.O
HOMO energy, Ha: -0.34304
Charge: 0
HOMO-LUMO gap, eV: 9.880

XYZ file:
```
20
Properties=species:S:1:pos:R:3:nbo_charge:R:1
C -0.648 1.988 0.800 -0.09
N -0.501 0.808 0.491 -0.41
C -1.489 -0.295 0.653 -0.27
C -3.042 0.072 0.846 -0.67
H -1.450 2.504 1.301 0.16
H 0.444 2.354 0.860 0.19
H -1.547 -0.762 -0.400 0.21
H -1.014 -1.126 1.252 0.22
H -3.494 -0.247 -0.126 0.22
H -3.625 -0.665 1.522 0.22
H -3.400 1.074 1.134 0.22
O 4.197 -2.660 0.407 -0.95
H 3.508 -3.209 0.646 0.47
H 5.046 -3.210 0.363 0.48
O -1.262 1.242 -2.629 -0.94
H -1.219 2.145 -2.189 0.46
H -0.714 0.819 -1.898 0.47
O 3.166 -0.002 -1.105 -0.93
H 4.017 -0.192 -1.442 0.46
H 3.025 -0.638 -0.487 0.47
```

The most stable of them is *w*.

*w*
Molecular formula: C7H9N
Method: DFT, ωB97M-V/def2-TZVPD

SMILES string: c1ccncc1.C=C
HOMO energy, Ha: -0.35266
Charge: 0
HOMO-LUMO gap, eV: 10.306

XYZ file:
```
17
Properties=species:S:1:pos:R:3:nbo_charge:R:1
C 1.358 -1.305 2.384 -0.15
C 2.099 -0.954 1.308 -0.28
C 1.485 -0.754 0.065 0.05
N 0.168 -0.641 -0.098 -0.41
C -0.543 -0.653 1.143 0.03
C -0.003 -0.965 2.353 -0.27
H 1.753 -1.841 3.285 0.22
H 3.158 -1.153 1.583 0.23
H 2.057 -0.494 -0.687 0.18
H -1.601 -0.379 1.140 0.20
H -0.686 -1.195 3.024 0.21
C -1.582 1.040 -2.858 -0.39
C -1.547 2.267 -2.238 -0.39
H -1.225 0.277 -2.339 0.20
H -1.853 1.156 -3.986 0.20
H -1.305 2.449 -1.178 0.20
H -1.734 3.146 -2.900 0.18
```

*x*
Molecular formula: C7H9N
Method: DFT, ωB97M-V/def2-TZVPD

SMILES string: C/C=C\C(C#N)=C/C
HOMO energy, Ha: -0.34808
Charge: 0
HOMO-LUMO gap, eV: 9.900

XYZ file:
```
17
Properties=species:S:1:pos:R:3:nbo_charge:R:1
C 2.261 -0.728 -1.047 -0.68
C 1.692 -0.868 0.499 -0.17
C 0.290 -0.825 0.944 -0.24
C -0.790 0.009 0.103 -0.16
C -2.152 -0.526 -0.187 0.27
N -3.291 -0.543 -0.317 -0.30
C -0.452 1.214 -0.238 -0.13
C 0.860 1.697 0.275 -0.69
H 1.844 0.044 -1.723 0.24
H 2.681 -1.698 -1.469 0.24
H 3.161 -0.325 -0.614 0.22
H 2.558 -0.987 1.331 0.22
H 0.163 -0.797 2.218 0.23
H -1.360 1.981 -0.474 0.25
H 1.822 1.620 -0.451 0.23
H 0.523 2.820 0.172 0.23
H 1.388 1.301 1.135 0.26
```

The most stable of them is *w*.

*w*
Molecular formula: C7H9N
Method: DFT, ωB97M-V/def2-TZVPD

SMILES string: C#C[C@]12CN[C@H](C1)C2
HOMO energy, Ha: -0.33396
Charge: 0
HOMO-LUMO gap, eV: 10.025

XYZ file:
```
17
Properties=species:S:1:pos:R:3:nbo_charge:R:1
C -3.071 0.062 0.017 -0.26
C -1.813 0.185 -0.016 0.02
C -0.382 0.177 -0.189 -0.19
C 0.725 1.311 -0.260 -0.21
N 1.952 0.493 -0.149 -0.61
C 1.395 -0.853 0.255 -0.06
C 0.175 -1.101 -0.806 -0.41
C 0.325 -0.203 1.164 -0.38
H -4.115 0.289 -0.009 0.24
H 0.749 2.101 0.612 0.21
H 0.600 1.802 -1.225 0.20
H 2.235 0.346 -1.066 0.34
H 2.125 -1.661 0.555 0.22
H -0.487 -2.084 -0.495 0.24
H 0.494 -1.057 -1.918 0.22
H -0.242 -1.064 1.458 0.20
H 0.851 0.411 2.137 0.24
```

*x*
Molecular formula: C7H9N
Method: DFT, ωB97M-V/def2-TZVPD

HOMO energy, Ha: -0.32721
Charge: 0
HOMO-LUMO gap, eV: 8.755

XYZ file:
```
17
Properties=species:S:1:pos:R:3:nbo_charge:R:1
C 1.688 0.844 0.234 -0.65
C 1.165 -0.502 0.033 -0.09
C 2.035 -1.468 0.018 -0.37
C -0.348 -0.850 -0.103 -0.16
C -1.491 -0.074 -0.025 -0.07
C -1.470 1.333 -0.131 -0.60
C -2.958 -0.552 0.043 0.26
H 1.813 1.086 1.504 0.24
H 2.880 0.535 -0.576 0.24
H 0.957 1.750 -0.193 0.24
H 1.490 -2.448 -0.363 0.20
H 2.995 -1.394 0.460 0.22
H -0.411 -1.934 -0.422 0.22
H -0.851 1.636 0.470 0.20
H -2.379 1.629 0.077 0.22
H -1.118 1.394 -1.292 0.22
N -3.999 -0.986 0.266 -0.31
```

*y*
Molecular formula: C7H9N
Method: DFT, ωB97M-V/def2-TZVPD

SMILES string: C=C1C=CC[C@@]12CN2
HOMO energy, Ha: -0.30009
Charge: 0
HOMO-LUMO gap, eV: 9.213

XYZ file:
```
17
Properties=species:S:1:pos:R:3:nbo_charge:R:1
C 1.697 -1.233 -0.839 -0.42
C 0.769 -0.266 -0.677 -0.03
C 0.086 0.552 -1.710 -0.20
C -0.759 1.453 -1.108 -0.17
C -0.944 1.263 0.299 -0.45
C 0.024 0.026 0.518 0.05
C -0.568 -1.152 1.298 -0.24
N 0.645 -0.430 1.695 -0.57
H 2.107 -1.428 -1.772 0.20
H 2.089 -1.656 0.090 0.22
H 0.307 0.524 -2.823 0.22
H -1.361 2.087 -1.764 0.21
H -0.620 2.031 0.974 0.22
H -2.019 1.173 0.582 0.22
H -1.543 -0.953 1.711 0.19
H -0.355 -2.132 0.928 0.20
H 0.445 0.140 2.599 0.36
```

The most stable of them is *y*.